A cluster of 14 separate species, C72H64N14O22 in total, computed with ωB97M-V with the def2-TZVPD basis set.

Element x y z (Å)
C -1.66 2.42 -3.94
C -3.05 2.86 -4.08
N -4.14 3.19 -4.21
H -1.49 1.59 -4.62
H -1.45 2.18 -2.90
H -1.04 3.27 -4.25
C -5.13 1.06 3.68
C -5.78 1.18 4.98
N -6.30 1.33 5.99
H -4.13 1.48 3.79
H -5.64 1.70 2.96
H -5.12 0.05 3.29
C 0.07 -1.18 2.72
C -0.87 -0.25 3.32
N -1.58 0.51 3.79
H 0.55 -1.68 3.56
H 0.83 -0.71 2.10
H -0.44 -1.93 2.13
C 7.72 -2.18 -0.02
C 6.87 -2.06 1.07
C 5.52 -1.83 0.86
C 5.05 -1.69 -0.43
C 5.88 -1.84 -1.53
C 7.22 -2.11 -1.31
N 3.63 -1.41 -0.63
O 3.27 -1.00 -1.72
O 2.90 -1.56 0.33
H 8.76 -2.42 0.19
H 7.18 -2.09 2.10
H 4.82 -1.67 1.67
H 5.45 -1.76 -2.52
H 7.89 -2.23 -2.15
C 0.42 7.25 0.08
C -0.43 8.36 0.05
C -1.78 8.17 -0.19
C -2.24 6.90 -0.49
C -1.40 5.81 -0.53
C -0.05 5.99 -0.26
N -3.67 6.71 -0.76
O -4.02 5.58 -1.07
O -4.41 7.66 -0.64
H 1.48 7.41 0.21
H -0.05 9.36 0.18
H -2.44 9.03 -0.25
H -1.78 4.84 -0.81
H 0.64 5.16 -0.34
C 1.90 -7.81 -4.84
C 0.86 -7.12 -4.24
C 1.16 -5.99 -3.48
C 2.46 -5.59 -3.30
C 3.50 -6.28 -3.90
C 3.22 -7.36 -4.71
N 2.74 -4.42 -2.48
O 1.85 -3.98 -1.78
O 3.84 -3.91 -2.59
H 1.72 -8.72 -5.39
H -0.17 -7.44 -4.31
H 0.39 -5.39 -3.01
H 4.51 -5.91 -3.78
H 3.99 -7.96 -5.17
C 2.11 2.17 1.40
C 3.38 1.90 0.90
C 4.34 1.37 1.74
C 4.02 1.07 3.06
C 2.77 1.37 3.56
C 1.81 1.92 2.73
N 5.03 0.45 3.92
O 4.80 0.40 5.11
O 6.03 0.01 3.39
H 1.36 2.68 0.81
H 3.69 2.16 -0.10
H 5.31 1.07 1.35
H 2.52 1.15 4.59
H 0.87 2.22 3.17
C -0.28 -1.61 -0.60
C -1.61 -1.87 -0.28
C -2.48 -0.81 -0.04
C -1.98 0.47 -0.13
C -0.69 0.73 -0.54
C 0.18 -0.32 -0.75
N -2.85 1.60 0.16
O -2.59 2.66 -0.36
O -3.71 1.42 1.01
H 0.39 -2.45 -0.77
H -1.97 -2.87 -0.09
H -3.49 -1.00 0.31
H -0.35 1.75 -0.60
H 1.22 -0.16 -1.00
C 2.04 -6.54 2.27
C 1.83 -5.38 1.53
C 2.13 -4.15 2.08
C 2.64 -4.11 3.37
C 2.90 -5.25 4.11
C 2.61 -6.48 3.54
N 2.92 -2.81 3.99
O 2.99 -1.85 3.25
O 3.14 -2.77 5.18
H 1.82 -7.49 1.80
H 1.51 -5.47 0.50
H 1.85 -3.23 1.59
H 3.24 -5.20 5.13
H 2.73 -7.41 4.08
C -1.21 -3.40 6.57
C -2.37 -2.86 6.04
C -2.71 -3.07 4.71
C -1.83 -3.77 3.92
C -0.68 -4.34 4.43
C -0.34 -4.13 5.76
N -2.11 -3.90 2.50
O -3.24 -3.70 2.11
O -1.18 -4.23 1.77
H -0.94 -3.29 7.62
H -3.04 -2.34 6.71
H -3.59 -2.58 4.33
H -0.01 -4.91 3.79
H 0.55 -4.57 6.18
C 5.86 3.30 -4.10
C 5.22 4.00 -3.09
C 3.94 3.67 -2.70
C 3.34 2.59 -3.32
C 3.94 1.87 -4.32
C 5.19 2.30 -4.78
N 1.99 2.21 -2.91
O 1.29 1.60 -3.69
O 1.64 2.50 -1.78
H 6.85 3.62 -4.38
H 5.70 4.83 -2.59
H 3.42 4.16 -1.89
H 3.46 1.04 -4.81
H 5.60 1.78 -5.63
C -5.55 4.60 3.51
C -4.91 4.72 2.27
C -3.55 4.50 2.20
C -2.86 4.11 3.33
C -3.48 3.96 4.56
C -4.84 4.22 4.63
N -1.43 3.83 3.22
O -0.95 3.75 2.10
O -0.80 3.68 4.24
H -6.62 4.74 3.55
H -5.53 4.93 1.41
H -3.03 4.60 1.26
H -2.91 3.65 5.43
H -5.33 4.10 5.59
C -0.88 -3.61 -5.03
C -0.05 -4.13 -6.02
C 1.25 -3.68 -6.16
C 1.72 -2.75 -5.26
C 0.91 -2.22 -4.26
C -0.41 -2.62 -4.19
N 3.10 -2.28 -5.39
O 3.42 -1.27 -4.79
O 3.85 -2.94 -6.08
H -1.89 -3.99 -5.01
H -0.46 -4.86 -6.71
H 1.92 -4.06 -6.92
H 1.31 -1.43 -3.64
H -1.04 -2.12 -3.47
C -6.65 2.04 -0.26
C -5.95 3.00 -0.99
C -6.62 3.77 -1.91
C -7.98 3.58 -2.12
C -8.69 2.65 -1.38
C -8.02 1.86 -0.47
N -8.66 4.32 -3.17
O -7.97 4.90 -3.98
O -9.88 4.30 -3.18
H -6.07 1.45 0.43
H -4.91 3.17 -0.74
H -6.15 4.61 -2.40
H -9.74 2.45 -1.55
H -8.57 1.16 0.15

Computed properties:
HOMO level: -9.347 eV
Molecular weight: 1477.4 g/mol